#P
DFT (ωB97M-V/def2-TZVPD) results for a gas-phase ion, C5H12NO2 (charge +1).

The geometry in XYZ format:
```
20
Properties=species:S:1:pos:R:3
O -1.685 -0.437 0.984
O -1.039 0.948 -0.724
N 0.550 -0.405 0.346
C 0.990 -1.059 1.605
C 0.668 -1.330 -0.819
C -2.420 1.359 -0.993
C 1.454 0.811 0.105
C -0.911 0.037 0.268
H -2.814 2.268 -0.459
H 1.037 1.570 -0.601
H 0.930 -2.122 1.614
H 1.722 1.500 0.858
H 1.666 -1.593 -0.964
H 0.523 -0.741 -1.762
H -0.064 -2.064 -0.602
H 1.969 -0.734 1.897
H 2.452 0.584 -0.257
H -3.056 0.545 -0.966
H -2.431 1.683 -1.999
H 0.460 -0.820 2.469
```

Output
**Net charge**: +1
**Kohn-Sham gap**: 13.32 eV

Atom charges from the Mulliken analysis, given in e for atoms 1 to 2:
1 O -0.39
2 O -0.34

***

#Q
DFT (ωB97M-V/def2-TZVPD) results for 2 unconnected molecules or ions with the total composition C5H12NO2.

The geometry in XYZ format:
```
20
Properties=species:S:1:pos:R:3
O 0.380 3.168 0.878
O 0.704 -1.912 0.497
N 0.446 2.030 0.103
C 0.856 2.133 -1.250
C 0.461 -3.311 0.262
C -1.294 -1.412 -0.738
C -0.143 -1.026 0.143
C -0.234 3.190 1.989
H 1.709 1.365 -1.574
H -0.277 -3.787 0.849
H -0.812 2.258 2.346
H -2.175 -1.837 -0.075
H 1.333 3.243 -1.415
H 1.456 -3.931 0.395
H -0.077 4.194 2.380
H -0.109 2.073 -1.761
H 0.207 -0.011 0.592
H -1.438 -0.478 -1.410
H -1.184 -2.290 -1.489
H 0.191 -3.660 -0.721
```

Output
**Net charge**: +1
**Kohn-Sham gap**: 5.86 eV

Atom charges from the Mulliken analysis, given in e for atoms 1 to 2:
1 O -0.10
2 O -0.18

***

The structure with the greatest stability is #P.

***

#P
DFT (ωB97M-V/def2-TZVPD) results for 2 unconnected molecules or ions with the total composition C3H9N4S.

The geometry in XYZ format:
```
17
Properties=species:S:1:pos:R:3
S 2.126 1.450 1.538
N -0.099 -0.822 -1.514
N -0.401 0.784 0.919
N -1.569 0.609 0.356
N 0.988 -0.499 -1.018
C -2.940 0.856 0.962
C 2.192 -1.104 -1.401
C 0.709 0.774 1.307
H -0.127 -1.715 -2.178
H 3.129 -0.428 -1.613
H 2.466 0.539 2.458
H -1.626 0.013 -0.446
H 2.352 -1.737 -2.253
H 2.540 -1.688 -0.485
H -3.806 0.659 0.329
H -2.998 0.349 1.958
H -2.936 1.963 1.081
```

Output
**Net charge**: +1
**Kohn-Sham gap**: 9.64 eV

Atom charges from the Mulliken analysis, given in e for atoms 1 to 2:
1 S -0.11
2 N -0.55

***

#Q
DFT (ωB97M-V/def2-TZVPD) results for 2 unconnected molecules or ions with the total composition C3H9N4S.

The geometry in XYZ format:
```
17
Properties=species:S:1:pos:R:3
S -0.103 2.315 0.009
N -0.195 -0.327 0.070
N 2.614 0.317 0.174
N -2.236 0.785 -0.041
N 3.732 0.169 0.032
C 4.955 0.024 -0.109
C -0.919 0.776 0.014
C -3.088 -0.386 0.023
H -3.121 -0.913 -0.933
H -2.685 1.685 -0.129
H -2.744 -1.068 0.800
H 5.532 -0.429 0.674
H -4.100 -0.080 0.274
H 0.828 -0.271 0.114
H -0.625 -1.239 0.061
H 5.427 0.347 -1.017
H 1.130 1.793 0.146
```

Output
**Net charge**: +1
**Kohn-Sham gap**: 9.45 eV

Atom charges from the Mulliken analysis, given in e for atoms 1 to 2:
1 S -0.20
2 N -0.29

***

The structure with the greatest stability is #Q.

***

#P
DFT (ωB97M-V/def2-TZVPD) results for a gas-phase ion, C3H2FO3 (charge -1).

The geometry in XYZ format:
```
9
Properties=species:S:1:pos:R:3
F -1.872 -1.535 1.391
O 0.208 -0.254 0.626
O -2.448 1.573 0.056
O -3.593 -0.303 -0.288
C -2.615 0.347 -0.014
C -1.449 -0.704 0.399
C -0.293 -0.925 -0.499
H -0.272 -0.202 -1.306
H -0.082 -1.957 -0.687
```

Output
**Net charge**: -1
**Kohn-Sham gap**: 8.92 eV

Atom charges from the Mulliken analysis, given in e for atoms 1 to 2:
1 F -0.24
2 O -0.54

***

#Q
DFT (ωB97M-V/def2-TZVPD) results for 2 unconnected molecules or ions with the total composition C3H2FO3.

The geometry in XYZ format:
```
9
Properties=species:S:1:pos:R:3
F -2.998 -0.853 0.091
O 1.934 -0.228 -1.013
O 3.015 1.052 0.584
O -2.992 1.350 -0.332
C 2.166 0.273 0.223
C 1.122 -0.633 0.135
C -2.387 0.399 -0.099
H 1.347 -1.622 0.502
H -1.209 0.261 -0.090
```

Output
**Net charge**: -1
**Kohn-Sham gap**: 6.44 eV

Atom charges from the Mulliken analysis, given in e for atoms 1 to 2:
1 F -0.25
2 O -0.39

***

The structure with the greatest stability is #P.